{
  "formula": "C30H38N3O2",
  "method": "the ωB97M-V functional and the def2-TZVPD basis",
  "symbols": ["O", "O", "N", "N", "N", "C", "C", "C", "C", "C", "C", "C", "C", "C", "C", "C", "C", "C", "C", "C", "C", "C", "C", "C", "C", "C", "C", "C", "C", "C", "C", "C", "C", "C", "C", "H", "H", "H", "H", "H", "H", "H", "H", "H", "H", "H", "H", "H", "H", "H", "H", "H", "H", "H", "H", "H", "H", "H", "H", "H", "H", "H", "H", "H", "H", "H", "H", "H", "H", "H", "H", "H", "H"],
  "coordinates": [[2.73279, -0.52759, -0.31551], [1.49725, -1.61160, 1.23967], [0.25502, 2.04576, -2.98967], [2.38605, 1.94971, 4.59847], [-0.05359, -2.92061, -0.78490], [1.26630, 2.59494, -3.89028], [-2.99620, -0.71730, -0.04132], [-1.50663, -0.99531, -0.13436], [1.50590, -4.68498, -0.58620], [0.43884, 1.34292, -1.84055], [1.49881, 1.79195, 3.57090], [-1.76530, 3.17905, -4.02001], [-1.08661, 2.41500, -3.07743], [1.81668, -1.45623, 0.07198], [0.46391, 0.83427, 3.73263], [-1.72171, 1.98935, -1.87792], [3.67786, 2.59929, 4.43922], [-4.07038, -1.78585, -0.41260], [-0.27443, 0.45500, 2.61383], [1.25912, -2.29522, -1.07629], [-3.66190, -2.51419, -1.66279], [3.61920, -0.08129, 0.73668], [-1.24115, -2.30297, -0.88367], [2.16351, 1.30670, 5.90349], [2.17225, -3.53452, -1.38730], [-3.08310, 2.26365, -1.70680], [-0.72411, 1.22898, -1.15044], [1.62711, 2.48849, 2.34805], [-3.79614, 2.97496, -2.67239], [-2.34031, -3.19729, -1.50005], [0.81782, 2.10067, 1.28870], [-3.14253, 3.43973, -3.83552], [0.02978, -4.36699, -0.70243], [-0.04557, 1.00526, 1.35143], [-1.03065, 0.54353, 0.10926], [-3.19055, 0.14084, -0.72203], [2.10318, 1.89170, -3.91913], [1.13895, -1.59747, -1.93833], [-4.44162, -3.20434, -1.90549], [1.80572, -4.67621, 0.47623], [-3.05383, -0.36352, 1.02369], [4.09825, -0.95075, 1.20358], [3.87949, 2.78277, 3.37612], [-3.75355, 3.92051, -4.61462], [-4.13231, -2.39669, 0.50748], [1.69125, 3.55637, -3.56141], [3.25378, -3.36269, -1.19435], [-5.00221, -1.19241, -0.51273], [-2.44552, -4.00478, -0.73602], [2.00913, -3.74578, -2.46761], [0.93908, 2.62449, 0.35769], [2.32619, 0.20480, 5.85696], [3.08179, 0.48936, 1.50401], [0.84263, 2.75167, -4.88611], [-1.26019, 3.50403, -4.94637], [1.45749, 0.92764, -1.60638], [2.34014, 3.29979, 2.25749], [-0.55411, -4.73811, 0.13234], [4.36004, 0.55071, 0.24929], [4.49012, 1.95424, 4.82997], [1.71840, -5.66164, -1.02492], [-0.36911, -4.80818, -1.60900], [0.18543, 0.32893, 4.66796], [3.72245, 3.57886, 4.96101], [-3.54589, -1.77367, -2.44109], [-1.01469, -1.19541, 0.93137], [-0.98753, -0.35272, 2.65923], [2.83766, 1.73599, 6.67710], [-1.93258, 1.15209, 0.46407], [-2.00804, -3.66053, -2.46471], [-4.86412, 3.18744, -2.52111], [1.11430, 1.47182, 6.21956], [-3.52750, 2.07360, -0.73966]],
  "lowdin_charge": [-0.060, 0.126, -0.093, -0.196, -0.003, -0.009, -0.175, -0.106, -0.127, -0.036, -0.241, -0.011, -0.167, -0.428, -0.007, -0.105, -0.064, -0.164, -0.063, -0.127, -0.197, -0.008, 0.001, -0.062, -0.069, -0.049, -0.180, -0.030, -0.082, -0.098, -0.049, -0.074, -0.142, -0.158, -0.135, 0.087, 0.089, 0.167, 0.117, 0.129, 0.143, 0.106, 0.069, 0.108, 0.124, 0.099, 0.139, 0.130, 0.143, 0.131, 0.105, 0.097, 0.077, 0.085, 0.110, 0.143, 0.105, 0.140, 0.102, 0.095, 0.123, 0.124, 0.106, 0.099, 0.127, 0.167, 0.104, 0.096, 0.148, 0.152, 0.109, 0.088, 0.104],
  "smiles": "COC(=O)[C@H]1CCC/[N+]1=C1\\CCCC[C@@H]1[C@@H](c1ccc(N(C)C)cc1)c1cn(C)c2ccccc12",
  "total_charge": 1,
  "e_tot_ev": -40283.1501,
  "e_homo_ev": -9.542,
  "molar_mass_g_mol": 472.65
}

{
  "formula": "C30H38O3PReSb",
  "method": "the ωB97M-V functional and the def2-TZVPD basis",
  "symbols": ["Re", "Sb", "P", "O", "O", "O", "C", "C", "C", "C", "C", "C", "C", "C", "C", "C", "C", "C", "C", "C", "C", "C", "C", "C", "C", "C", "C", "C", "C", "C", "C", "C", "C", "C", "C", "C", "H", "H", "H", "H", "H", "H", "H", "H", "H", "H", "H", "H", "H", "H", "H", "H", "H", "H", "H", "H", "H", "H", "H", "H", "H", "H", "H", "H", "H", "H", "H", "H", "H", "H", "H", "H", "H", "H"],
  "coordinates": [[-0.14798, -0.07465, -0.48821], [-0.11080, -0.04227, 2.28032], [0.04357, 0.19561, -2.88417], [-0.15524, 3.27471, -0.21212], [3.01456, -0.31463, -0.34572], [-3.21127, -0.38482, -0.83708], [-2.62751, -3.44474, 3.47759], [1.45251, 1.11285, -3.74680], [-0.36651, 1.71586, 3.49929], [-1.27311, 1.64054, 4.55040], [3.85073, -0.61149, 4.13233], [3.56579, -2.47494, 2.60010], [-0.64965, 3.89684, 5.21530], [2.77257, 0.29124, -3.80666], [0.22680, 3.96729, 4.13380], [1.78235, -0.87497, 2.89336], [4.35858, -1.75407, 3.51450], [-1.77977, -1.31943, 2.73490], [0.35404, 2.87770, 3.24663], [1.87176, -0.15671, -0.40066], [-1.84665, 2.33319, -3.27359], [2.54063, -0.16903, 3.82901], [-1.34114, 0.91162, -5.28892], [-0.13639, 2.07528, -0.32025], [-1.41118, 2.74337, 5.43144], [-2.09527, -0.18369, -0.71081], [2.28268, -2.03346, 2.29455], [0.11466, -1.49879, -3.70301], [-4.17744, -1.70730, 2.79364], [-1.30320, -2.17117, -3.76414], [1.14443, -2.44472, -3.10186], [-3.08238, -0.85924, 2.50124], [-3.93214, -2.99525, 3.27851], [-1.45859, 0.91457, -3.78283], [-1.55244, -2.60577, 3.20139], [1.73346, 2.48439, -3.15755], [0.82371, 4.87381, 3.95291], [-2.32552, 1.13489, -5.70684], [-2.11744, 2.67001, 6.26192], [4.44921, -0.04816, 4.84784], [-0.15459, -1.72088, -0.81246], [2.13902, 0.72545, 4.31269], [2.67748, -0.61530, -4.41974], [-2.27025, 0.23931, -3.45737], [3.96127, -3.37542, 2.12185], [0.89356, -3.47606, -3.38024], [-2.44892, -4.45601, 3.85280], [-0.65756, 1.68498, -5.64152], [2.54766, 2.93281, -3.71439], [-0.51897, -2.95784, 3.35178], [-5.19204, -1.33434, 2.62958], [3.11281, 0.02244, -2.79792], [-1.91439, -1.72639, -4.53670], [-1.06075, 3.07386, -3.49365], [0.87662, 3.14114, -3.21516], [-1.16080, -3.21702, -3.98186], [-2.05699, 2.35734, -2.19306], [-3.27875, 0.14065, 2.09321], [1.09100, 1.21820, -4.78545], [1.68178, -2.60064, 1.57671], [5.37482, -2.09273, 3.73782], [3.53761, 0.93308, -4.26534], [-1.02699, -0.04713, -5.69500], [-1.88552, 0.73337, 4.71394], [-0.21534, -1.63855, 0.01601], [2.15996, -2.24004, -3.45724], [1.16953, -2.39890, -2.00339], [1.00434, 2.96264, 2.37787], [0.42927, -1.26396, -4.74087], [2.03921, 2.40627, -2.11685], [-1.82086, -2.08157, -2.80814], [-2.76479, 2.63953, -3.80244], [-4.79300, -3.65161, 3.50058], [-0.75587, 4.73881, 5.89417]],
  "mulliken_spin": [0.014, 0.099, 0.003, -0.001, 0.003, 0.000, 0.239, 0.001, 0.036, 0.193, 0.251, 0.222, -0.005, 0.000, 0.209, 0.036, -0.012, 0.080, 0.202, -0.003, 0.000, 0.187, 0.001, -0.001, 0.244, 0.003, 0.222, 0.000, 0.149, 0.000, 0.000, 0.172, 0.021, 0.002, 0.202, 0.000, -0.002, 0.000, -0.002, -0.004, -0.001, 0.053, 0.000, 0.000, -0.002, 0.000, -0.005, 0.000, 0.000, 0.030, 0.001, 0.000, 0.000, 0.000, 0.000, 0.000, 0.000, 0.030, 0.000, 0.016, 0.007, 0.000, 0.000, 0.050, 0.002, 0.000, 0.000, 0.043, 0.000, 0.000, 0.000, 0.000, 0.006, 0.008],
  "total_charge": 4,
  "e_tot_ev": -55778.6404,
  "e_homo_ev": [-19.022, -18.976],
  "spin_multiplicity": 4,
  "molar_mass_g_mol": 785.57
}

{
  "formula": "C30H39AgAsI2NO2Se2",
  "method": "the ωB97M-V functional and the def2-TZVPD basis",
  "symbols": ["I", "I", "Ag", "Se", "Se", "As", "O", "O", "N", "C", "C", "C", "C", "C", "C", "C", "C", "C", "C", "C", "C", "C", "C", "C", "C", "C", "C", "C", "C", "C", "C", "C", "C", "C", "C", "C", "C", "C", "C", "H", "H", "H", "H", "H", "H", "H", "H", "H", "H", "H", "H", "H", "H", "H", "H", "H", "H", "H", "H", "H", "H", "H", "H", "H", "H", "H", "H", "H", "H", "H", "H", "H", "H", "H", "H", "H", "H", "H"],
  "coordinates": [[1.84755, -2.20244, 2.97200], [3.01117, -3.29414, -2.41680], [2.48691, -0.91860, -0.28980], [4.71115, -1.45295, 0.54598], [2.91561, 1.62652, -0.24835], [-0.75079, -0.73642, 0.45118], [5.45193, 2.13531, 3.68364], [6.29737, 1.01056, -1.04192], [0.43096, -0.35375, -0.83854], [0.28008, 0.42762, -1.98076], [1.00922, 0.13131, -3.14922], [-1.97348, 0.84705, 0.64624], [-2.36045, 2.85359, 1.94924], [-2.08386, -2.08564, -0.18678], [-0.56085, 1.55435, -2.03398], [5.55231, 1.28719, 1.33435], [-0.24960, 1.58039, 2.36659], [-3.94602, 2.20109, 0.30388], [-0.69306, 2.30756, -3.19336], [0.02331, 1.98866, -4.33797], [6.23728, 2.02543, 2.50019], [-2.95335, -1.91872, 2.20676], [1.97022, -2.68015, 0.91768], [-3.64347, 0.26192, -1.20841], [-4.94857, -5.24336, -0.96447], [-3.95433, -4.14412, -0.68607], [-3.56250, 3.08751, 1.30098], [-2.96577, -2.51909, 0.81865], [-3.04817, -3.74091, -1.65940], [-4.42305, 4.27803, 1.64282], [0.88443, 0.89490, -4.29410], [-2.11418, -2.73210, -1.43555], [-3.17257, 1.09637, -0.04337], [-1.18468, -2.36310, -2.56049], [4.49075, 2.24679, 0.75845], [-1.56361, 1.75230, 1.63878], [-3.89335, -3.52406, 0.55104], [6.68130, 1.04423, 0.31057], [4.98878, -0.03646, 1.86937], [-0.13768, -2.40706, -2.25417], [1.66955, -0.72172, -3.13238], [-4.44088, -6.19556, -1.14019], [-4.13705, -0.65612, -0.88416], [0.58909, 1.54024, 1.66405], [-0.22897, 0.64550, 2.93026], [-2.80280, -0.01650, -1.84221], [-4.57741, -3.83332, 1.33836], [-3.63261, -2.46321, 2.86526], [0.98605, -2.93844, 0.53946], [-1.35245, 3.16974, -3.18603], [-4.60832, 4.89269, 0.75857], [7.20623, 0.11922, 0.59067], [-1.31710, -3.03880, -3.40741], [-4.86710, 2.38784, -0.24395], [-5.63126, -5.37608, -0.12325], [5.01132, 2.95349, 0.11131], [-2.02242, 3.54967, 2.71292], [-5.54301, -5.02176, -1.85418], [7.14659, 1.48749, 2.78851], [6.53316, 3.02474, 2.15349], [1.46949, 0.62968, -5.16852], [-0.08035, 2.41078, 3.05437], [-4.34645, 0.83726, -1.81395], [-3.25940, -0.86867, 2.19295], [-1.09364, 1.85663, -1.14300], [5.59269, 0.35158, -1.12761], [4.05104, 0.10143, 2.40658], [-1.94972, -1.95304, 2.63691], [5.70618, -0.45910, 2.57644], [2.69889, -3.46136, 0.76874], [-5.39423, 3.96093, 2.03185], [-1.36415, -1.34466, -2.91062], [-0.07468, 2.58604, -5.23709], [7.40064, 1.86878, 0.38538], [4.05420, 2.82368, 1.57850], [4.52933, 2.18984, 3.41913], [-3.94455, 4.90378, 2.39711], [-3.06283, -4.22831, -2.63113]],
  "lowdin_charge": [0.615, -0.370, 0.457, 0.569, 0.554, 1.265, -0.070, -0.100, -0.375, -0.464, -0.094, -0.292, -0.028, -0.287, -0.066, -0.574, -0.098, -0.034, -0.114, -0.139, -0.244, -0.083, -0.915, -0.042, -0.070, -0.289, -0.285, -0.300, -0.027, -0.068, -0.105, -0.265, -0.278, -0.055, -0.564, -0.285, -0.041, -0.282, -0.547, 0.024, 0.001, 0.073, 0.078, 0.018, 0.039, 0.060, 0.102, 0.067, -0.086, 0.088, 0.072, 0.109, 0.076, 0.109, 0.063, 0.052, 0.104, 0.070, 0.123, 0.118, 0.094, 0.069, 0.075, 0.069, 0.081, 0.009, 0.020, 0.050, 0.063, -0.112, 0.071, 0.068, 0.076, 0.118, 0.034, 0.070, 0.065, 0.110],
  "total_charge": -2,
  "e_tot_ev": -249061.1155,
  "e_homo_ev": -1.645,
  "molar_mass_g_mol": 1040.17
}